Record 1
{
  "formula": "C6H7F5S",
  "method": "ωB97M-V/def2-TZVPD",
  "elements": ["C", "C", "C", "C", "C", "C", "F", "F", "F", "F", "F", "S", "H", "H", "H", "H", "H", "H", "H"],
  "coordinates": [[-1.8172, -0.1027, -2.1029], [-1.6553, -0.0048, -0.7859], [0.4629, -1.3374, 1.4588], [-0.8365, 1.0139, -0.1745], [0.9356, -0.0383, 0.8912], [1.9165, -0.1524, -0.2501], [-0.1696, 1.8342, -1.0049], [1.3228, 0.8821, 1.8106], [1.3255, -0.7215, -1.3186], [2.4167, 1.0140, -0.6455], [2.9739, -0.9488, 0.0312], [-1.5219, 1.8439, 1.2352], [-2.4674, -0.8398, -2.5343], [-1.3104, 0.5711, -2.7751], [-2.1733, -0.6476, -0.0889], [-0.2121, -1.1519, 2.2908], [1.3155, -1.9243, 1.8196], [-0.0471, -1.9101, 0.6873], [-0.4586, 2.6203, 1.4560]],
  "mulliken_charge": [-0.85, -0.27, -1.40, 0.59, 0.55, 0.81, -0.29, -0.33, -0.25, -0.26, -0.29, -0.19, 0.30, 0.26, 0.36, 0.34, 0.39, 0.38, 0.15],
  "homo_lumo_gap_ev": [8.29, 8.29],
  "homo_energy_ev": [-8.43, -8.43]
}

***

Record 2
{
  "formula": "C4H9NO",
  "method": "ωB97M-V/def2-TZVPD",
  "elements": ["C", "C", "C", "C", "O", "N", "H", "H", "H", "H", "H", "H", "H", "H", "H"],
  "coordinates": [[-0.7869, -1.3150, 0.6030], [-0.3144, -0.1733, -0.2997], [-1.1740, 1.0816, -0.1087], [1.1107, 0.1622, 0.0398], [1.5009, 0.3987, 1.2037], [2.1423, 0.2820, -0.7862], [-0.7001, -1.0271, 1.6545], [-0.1933, -2.2224, 0.4529], [-1.8330, -1.5546, 0.3906], [-0.3770, -0.4892, -1.3476], [-0.8573, 1.8946, -0.7701], [-2.2212, 0.8538, -0.3293], [-1.1068, 1.4374, 0.9237], [2.1263, 0.1444, -1.7960], [2.6837, 0.5269, 0.1694]],
  "mulliken_charge": [-1.39, 0.76, -1.40, 0.31, -0.68, -0.47, 0.29, 0.35, 0.39, 0.24, 0.34, 0.38, 0.31, 0.19, 0.37],
  "homo_lumo_gap_ev": 10.78,
  "homo_energy_ev": -9.82,
  "smiles": "CC(C)C(N)=O"
}

***

Copy entry 1 word for word.
{
  "formula": "C6H7F5S",
  "method": "ωB97M-V/def2-TZVPD",
  "elements": ["C", "C", "C", "C", "C", "C", "F", "F", "F", "F", "F", "S", "H", "H", "H", "H", "H", "H", "H"],
  "coordinates": [[-1.8172, -0.1027, -2.1029], [-1.6553, -0.0048, -0.7859], [0.4629, -1.3374, 1.4588], [-0.8365, 1.0139, -0.1745], [0.9356, -0.0383, 0.8912], [1.9165, -0.1524, -0.2501], [-0.1696, 1.8342, -1.0049], [1.3228, 0.8821, 1.8106], [1.3255, -0.7215, -1.3186], [2.4167, 1.0140, -0.6455], [2.9739, -0.9488, 0.0312], [-1.5219, 1.8439, 1.2352], [-2.4674, -0.8398, -2.5343], [-1.3104, 0.5711, -2.7751], [-2.1733, -0.6476, -0.0889], [-0.2121, -1.1519, 2.2908], [1.3155, -1.9243, 1.8196], [-0.0471, -1.9101, 0.6873], [-0.4586, 2.6203, 1.4560]],
  "mulliken_charge": [-0.85, -0.27, -1.40, 0.59, 0.55, 0.81, -0.29, -0.33, -0.25, -0.26, -0.29, -0.19, 0.30, 0.26, 0.36, 0.34, 0.39, 0.38, 0.15],
  "homo_lumo_gap_ev": [8.29, 8.29],
  "homo_energy_ev": [-8.43, -8.43]
}

***

Please write out number 2 again, unchanged.
{
  "formula": "C4H9NO",
  "method": "ωB97M-V/def2-TZVPD",
  "elements": ["C", "C", "C", "C", "O", "N", "H", "H", "H", "H", "H", "H", "H", "H", "H"],
  "coordinates": [[-0.7869, -1.3150, 0.6030], [-0.3144, -0.1733, -0.2997], [-1.1740, 1.0816, -0.1087], [1.1107, 0.1622, 0.0398], [1.5009, 0.3987, 1.2037], [2.1423, 0.2820, -0.7862], [-0.7001, -1.0271, 1.6545], [-0.1933, -2.2224, 0.4529], [-1.8330, -1.5546, 0.3906], [-0.3770, -0.4892, -1.3476], [-0.8573, 1.8946, -0.7701], [-2.2212, 0.8538, -0.3293], [-1.1068, 1.4374, 0.9237], [2.1263, 0.1444, -1.7960], [2.6837, 0.5269, 0.1694]],
  "mulliken_charge": [-1.39, 0.76, -1.40, 0.31, -0.68, -0.47, 0.29, 0.35, 0.39, 0.24, 0.34, 0.38, 0.31, 0.19, 0.37],
  "homo_lumo_gap_ev": 10.78,
  "homo_energy_ev": -9.82,
  "smiles": "CC(C)C(N)=O"
}